A cluster of 2 separate species, CH5S2 in total, computed with ωB97M-V/def2-TZVPD.

Positions of all 8 atoms, in Å:
C1 0.78 0.87 0.72
S1 -1.04 0.84 0.73
H1 1.26 0.10 1.32
H2 1.10 0.69 -0.32
H3 1.18 1.83 1.03
S2 -0.51 -1.63 -1.47
H4 -1.00 -0.64 -0.45
H5 -1.77 -2.07 -1.57

Its HOMO-LUMO gap is 0.248 Eh. The value obtained for the largest force on an atom is 0.61 eV/Å. Its total charge is -1. The value obtained for the calculated total energy is -837.494587 a.u. The calculation puts the HOMO energy at -0.1058 Ha. As for the relative energy (zero: lowest compared OMol25 entry of this formula, charge and spin): 0.221 eV. The value obtained for the molecular weight is 81.19 g/mol.

These are the Mulliken partial charges, in e, on atoms 1 to 6: -0.815 -0.578 0.251 0.214 0.238 -0.483